# 1
C6H11NO as an isolated structure. Source: OMol25; level of theory: ωB97M-V/def2-TZVPD.

```
19
Properties=species:S:1:pos:R:3:forces:R:3:lowdin_charge:R:1
C -1.1328 0.1488 0.9819 3.12 -1.18 -0.43 -0.18
C 1.5912 0.4936 1.1867 -0.01 -0.22 -0.05 -0.02
C 0.1302 0.8584 -0.8521 2.22 1.42 -0.73 -0.11
C 0.4773 0.0584 0.2729 -5.70 2.67 0.90 -0.49
N -0.4476 -1.7124 -1.3312 0.17 0.40 0.15 0.04
C 0.6083 -1.0716 -0.6104 1.09 -2.41 -1.19 -0.15
C -0.5954 1.7962 -1.4009 -0.19 0.10 -0.50 0.00
O -1.0662 -0.7598 2.0181 -0.58 -1.22 1.07 -0.07
H -0.8228 -1.6100 1.6048 -0.27 0.44 0.41 0.10
H -0.1876 -2.6335 -1.6647 0.17 0.15 0.22 0.08
H -0.7180 -1.1766 -2.1570 -0.19 -0.04 0.41 0.08
H -1.3159 1.1557 1.3472 0.09 -0.05 0.06 0.12
H -1.8409 -0.1702 0.2173 0.05 0.27 -0.10 0.10
H 1.5417 -1.6200 -0.5428 0.12 -0.05 -0.26 0.11
H 2.5269 0.6239 0.6362 -0.07 -0.09 -0.05 0.09
H 1.7455 -0.2625 1.9600 -0.03 0.12 0.02 0.09
H 1.3492 1.4526 1.6499 -0.05 -0.16 -0.02 0.09
H -1.5123 2.1970 -0.9541 0.33 0.14 0.27 0.06
H -0.3307 2.2322 -2.3618 -0.26 -0.32 -0.19 0.05
```
Positions in Å, forces in eV/Å.

**LUMO (alpha / beta)**: 0.492 / 0.465 eV
**Electronic energy**: -9932.09096 eV
**Highest occupied orbital energy (alpha / beta)**: -6.766 / -6.930 eV
**Relative energy (zero: lowest compared OMol25 entry of this formula, charge and spin)**: 613.98 kJ/mol
**Frontier orbital gap (alpha / beta)**: 7.258 / 7.395 eV


# 2
An isolated molecule of C8H10INS. Source: OMol25; level of theory: ωB97M-V/def2-TZVPD.

```
21
Properties=species:S:1:pos:R:3:forces:R:3:lowdin_charge:R:1
C 0.8860 -1.9135 -0.9830 1.87 -3.18 -0.09 -0.10
C 0.6582 -0.8379 0.0094 1.81 2.60 0.62 -0.32
C -0.7586 -0.3077 0.1329 0.75 -0.05 -0.59 -0.29
C -1.7740 -1.0924 0.7770 0.05 0.30 0.94 -0.13
C -2.8791 -0.3458 1.0504 1.62 1.38 -1.49 -0.38
S -2.7035 1.3071 0.4762 0.46 -1.01 -0.48 1.00
C -1.1135 0.9663 -0.1975 -0.12 0.04 0.70 -0.48
C -0.1120 2.0486 -0.6286 0.14 -0.84 -0.22 -0.14
C 1.2112 1.6860 0.1197 -0.95 -2.12 -0.58 -0.34
N 1.7535 0.3901 -0.3440 -2.08 -1.84 -0.83 -0.53
I 3.6964 0.1166 0.3555 -0.94 -0.24 -0.02 0.78
H 1.8592 -2.4328 -0.7566 -0.59 0.49 0.35 0.07
H 1.1012 -1.7740 -2.0446 -0.89 1.16 0.06 0.08
H 0.1906 -2.7753 -0.8944 -0.07 0.77 0.01 0.09
H 0.9009 -1.1399 1.0634 0.10 -0.18 -0.97 0.13
H -1.6164 -2.0858 1.2371 -0.12 0.54 -0.76 0.13
H -3.8118 -0.6296 1.3969 -1.46 -0.59 0.92 0.03
H 0.0381 2.0711 -1.7725 -0.30 0.23 1.85 0.14
H -0.5148 2.9771 -0.1861 0.46 -0.02 -0.72 0.10
H 2.0356 2.3290 0.0682 0.66 1.61 -0.19 0.05
H 0.9527 1.4428 1.1206 -0.40 0.94 1.50 0.09
```
Positions in Å, forces in eV/Å.

**LUMO**: -0.045 eV
**Electronic energy**: -28881.98639 eV
**Highest occupied orbital energy**: -8.494 eV
**Relative energy (zero: lowest compared OMol25 entry of this formula, charge and spin)**: 12.12 kJ/mol
**Frontier orbital gap**: 8.450 eV
**Structure (SMILES)**: C[C@@H]1c2ccsc2CCN1I


# 3
C8H16N2O as an isolated structure. Source: OMol25; level of theory: ωB97M-V/def2-TZVPD.

```
27
Properties=species:S:1:pos:R:3:forces:R:3:lowdin_charge:R:1
C 0.0312 1.5484 -0.0520 2.98 2.27 0.06 0.07
C 0.7058 -2.6086 -0.2208 -0.57 -4.33 -1.59 0.19
C -1.2712 1.2325 -0.2817 -2.04 -3.93 -0.60 0.10
C -0.7692 -0.9958 0.7258 -1.90 2.36 0.00 -0.08
C -1.8014 -0.1647 -0.1460 -0.31 -1.29 -0.56 -0.25
C 1.4229 -0.4360 0.1031 0.61 -3.66 0.69 -0.38
C -3.1280 -0.1967 0.7283 0.89 0.87 0.80 -0.01
C 2.3679 1.6803 0.5146 3.24 -1.42 0.52 0.03
N 1.1688 0.8746 0.3640 -1.92 2.70 -1.49 0.00
N 0.4365 -1.4117 0.1029 1.44 3.53 0.37 -0.05
O 2.6007 -0.9994 0.2879 2.61 1.32 0.65 0.12
H 0.2025 2.6157 -0.2822 0.44 -0.53 0.66 0.17
H 1.6047 -2.9185 -0.7811 -0.41 0.51 0.70 0.15
H -0.1095 -3.3692 -0.1014 0.92 0.85 -0.02 0.16
H -1.9892 1.9129 -0.6918 0.15 0.89 -0.07 0.16
H 2.1710 -0.3273 -2.6642 -1.21 0.19 1.39 0.13
H -0.5142 -0.2274 1.4749 0.09 -0.80 0.18 0.15
H -1.1887 -1.7976 1.2767 -0.59 -0.93 0.04 0.14
H -2.0133 -0.5752 -1.2793 0.51 0.76 2.61 0.23
H 1.6525 -0.2510 -2.0471 1.22 -0.16 -1.72 0.05
H -3.3156 -1.1900 1.1534 -0.13 0.04 -0.77 0.10
H -3.9921 0.2304 0.2178 0.12 -0.21 0.06 0.10
H -2.9150 0.4000 1.6579 -0.32 -0.19 -0.89 0.11
H 2.2492 2.6686 0.1712 -0.25 1.03 -0.41 0.10
H 3.3465 1.2183 0.0477 -2.31 1.06 0.05 0.16
H 2.6682 1.6682 1.5564 -0.35 0.38 0.47 0.13
H 3.4595 -0.4733 0.6093 -2.92 -1.30 -1.14 0.23
```
Positions in Å, forces in eV/Å.

**LUMO (alpha / beta)**: -8.097 / -12.035 eV
**Electronic energy**: -13559.54752 eV
**Highest occupied orbital energy (alpha / beta)**: -15.705 / -19.799 eV
**Spin multiplicity**: 3
**Charge**: +2
**Relative energy (zero: lowest compared OMol25 entry of this formula, charge and spin)**: 140.70 kJ/mol
**Frontier orbital gap (alpha / beta)**: 7.608 / 7.764 eV


# 4
C19H28N3O3PtS2 as an isolated structure. Source: OMol25; level of theory: ωB97M-V/def2-TZVPD.

```
56
Properties=species:S:1:pos:R:3:forces:R:3:lowdin_charge:R:1
Pt 0.4342 0.7137 -0.1863 -1.78 -3.87 0.73 1.18
O -1.8800 -3.3320 2.8377 0.22 0.09 -0.08 0.10
C -2.8454 -2.4078 2.8736 -0.02 -0.19 0.02 -0.23
C -4.0100 -2.6165 3.6119 -0.08 -0.02 -0.04 0.02
C -5.0279 -1.6878 3.6029 0.20 -0.06 0.01 0.00
C -4.9022 -0.5101 2.8565 -0.28 0.13 0.07 -0.04
C -3.7754 -0.2945 2.1210 0.10 0.12 0.01 -0.01
C -2.7036 -1.2149 2.1254 -0.03 0.33 -0.33 -0.07
C -1.5083 -0.8636 1.3909 -0.36 -0.86 0.98 -0.38
O -1.5488 0.1751 0.5937 1.09 1.68 -1.55 -0.20
N -0.4099 -1.5561 1.5782 0.11 -0.16 -0.06 0.14
N 0.6047 -1.1011 0.8874 0.47 1.55 -0.09 -0.12
C 1.7570 -1.6646 0.8317 0.13 -0.35 0.17 -0.02
C 2.7712 -1.0610 0.0110 0.12 0.04 0.12 -0.24
C 3.9750 -1.6888 -0.2500 0.07 0.07 -0.04 0.05
C 4.8962 -1.0722 -1.0880 -0.03 0.04 -0.03 0.04
C 4.5883 0.1703 -1.6215 0.03 -0.09 0.07 0.02
C 3.3784 0.7578 -1.2977 0.12 0.04 -0.01 -0.07
N 2.4792 0.1562 -0.5119 -0.50 1.06 -0.36 -0.03
H -2.0896 -4.0887 3.4008 -0.12 0.03 0.03 0.14
H -4.1055 -3.5371 4.1755 -0.04 0.02 0.02 0.14
H -5.9267 -1.8710 4.1760 0.01 -0.01 0.02 0.13
H -5.6907 0.2281 2.8751 -0.05 -0.04 -0.06 0.12
H -3.6832 0.6105 1.5372 -0.01 -0.01 0.00 0.11
H 1.9442 -2.5903 1.3650 -0.20 -0.05 -0.01 0.17
H 4.1823 -2.6537 0.1934 -0.02 0.00 0.01 0.15
H 5.8386 -1.5537 -1.3143 0.00 0.00 0.00 0.15
H 5.2740 0.6880 -2.2776 0.01 0.03 0.03 0.14
H 3.1418 1.7437 -1.6569 -0.06 -0.05 -0.01 0.09
C -1.2562 3.0914 1.2623 -0.07 0.07 -0.08 -0.30
S 0.0652 2.0015 1.7980 0.38 -0.28 -0.61 0.93
C 1.3730 3.1886 2.1043 0.24 -0.12 -0.18 -0.27
H -0.8944 3.8122 0.5332 0.01 0.04 0.05 0.04
H -1.6190 3.6132 2.1513 0.07 -0.08 0.06 0.09
H -2.0488 2.4729 0.8484 -0.01 0.01 0.06 0.05
H 0.9906 3.8806 2.8584 -0.05 -0.06 0.02 0.09
H 1.6367 3.7348 1.2018 -0.04 0.06 0.03 0.05
H 2.2335 2.6548 2.5022 -0.01 0.00 0.02 0.07
C -0.2353 1.8255 -3.4266 0.05 -0.27 0.01 -0.29
S -0.0220 2.5082 -1.7737 0.08 0.29 0.55 0.82
C 1.4675 3.4983 -2.0267 -0.05 0.11 -0.06 -0.30
H 0.5086 1.0617 -3.6437 0.03 0.04 -0.03 0.06
H -0.1348 2.6585 -4.1225 -0.05 0.04 0.05 0.08
H -1.2469 1.4292 -3.5014 -0.02 0.05 -0.02 0.07
H 1.1575 4.4488 -2.4599 -0.04 -0.02 0.00 0.08
H 2.1442 2.9972 -2.7134 -0.01 0.04 -0.03 0.05
H 1.9458 3.6863 -1.0683 0.01 0.00 -0.01 0.04
C -0.0136 -2.8090 -3.3175 0.07 0.29 -0.07 -0.04
C -0.1043 -2.2697 -1.9111 -0.03 -0.52 0.05 -0.22
O -0.0549 -0.7980 -1.9228 0.45 0.61 0.39 -0.19
H -0.0665 -3.8973 -3.2889 -0.03 0.00 0.03 0.11
H 0.9283 -2.5224 -3.7850 0.00 -0.04 -0.02 0.09
H -0.8359 -2.4520 -3.9406 -0.04 -0.06 0.02 0.10
H 0.7438 -2.5993 -1.3182 0.02 0.10 -0.01 0.10
H -1.0211 -2.5899 -1.4151 -0.01 0.14 0.06 0.13
H -0.7989 -0.5039 -2.4652 -0.05 0.06 0.10 0.09
```
Positions in Å, forces in eV/Å.

**LUMO**: -12.187 eV
**Electronic energy**: -55658.38975 eV
**Highest occupied orbital energy**: -16.070 eV
**Charge**: +3
**Relative energy (zero: lowest compared OMol25 entry of this formula, charge and spin)**: 72.68 kJ/mol
**Frontier orbital gap**: 3.883 eV


# 5
A 7-piece molecular cluster, FH12O6 overall. Source: OMol25; level of theory: ωB97M-V/def2-TZVPD.

```
19
Properties=species:S:1:pos:R:3:forces:R:3:lowdin_charge:R:1
F 0.1947 -0.2107 -0.0995 -0.08 0.18 0.23 -0.45
O 1.8141 -0.6290 1.9098 2.51 -0.14 1.33 -0.11
H 1.3184 -0.5749 1.0902 0.13 0.14 -0.70 -0.04
H 2.8074 -0.5327 1.7764 -2.39 -0.07 -0.29 0.06
O -1.2298 -1.6608 1.5996 -1.11 0.26 1.18 -0.08
H -0.8301 -0.9546 1.0831 0.49 0.06 -0.52 -0.04
H -1.7614 -1.1623 2.2548 0.46 -0.63 -0.49 0.04
O -0.8987 2.0377 0.8931 -0.63 1.35 0.48 -0.06
H -0.3180 1.4031 0.4918 0.50 -0.88 -0.19 -0.04
H -1.6902 1.5525 1.1228 -0.13 -0.22 -0.10 0.02
O -2.1000 -0.1620 -1.4069 1.11 -0.84 1.37 -0.09
H -2.1621 0.6840 -1.7974 -0.31 1.41 -0.82 -0.01
H -1.2064 -0.0892 -0.9371 -1.31 -0.51 -0.64 0.00
O 0.5507 -1.2927 -2.3454 0.39 -0.56 -0.78 -0.09
H 0.3646 -2.2334 -2.3359 -0.08 -0.08 -0.13 0.02
H 0.4487 -1.0338 -1.4185 0.04 0.30 0.27 -0.04
O 1.9605 1.6693 -0.4983 0.22 -1.01 0.46 -0.08
H 1.4180 2.2669 -0.9748 -0.51 1.26 -0.77 0.00
H 1.3196 0.9227 -0.4077 0.71 0.01 0.11 -0.02
```
Positions in Å, forces in eV/Å.

**LUMO**: 3.791 eV
**Electronic energy**: -15200.28392 eV
**Highest occupied orbital energy**: -6.815 eV
**Charge**: -1
**Relative energy (zero: lowest compared OMol25 entry of this formula, charge and spin)**: 64.19 kJ/mol
**Frontier orbital gap**: 10.606 eV